Record 1
Computed, not measured: a cluster of 14 separate species, C21H70N4O14 in total, with ωB97M-V/def2-TZVPD.

Calculated values
- Multiplicity: 1
- Highest occupied orbital energy: -8.4 eV
- Energy: -57531.6727 eV
- Kohn-Sham gap: 8.489 eV

Each line ends with the Mulliken charge.
Atoms and positions in Å:
C 4.290 2.580 2.430  -1.324
C 3.361 2.892 1.267  -0.474
O 2.463 1.852 1.235  1.043
H 3.848 2.473 3.401  0.143
H 4.950 3.398 2.571  0.542
H 5.019 1.835 2.161  0.261
H 3.856 3.070 0.303  0.548
H 2.808 3.786 1.568  0.281
H 1.985 1.949 2.075  -0.851
C 4.503 0.209 -2.577  -1.549
C 3.881 0.926 -1.393  0.163
O 2.741 0.264 -0.968  0.341
H 4.766 -0.785 -2.287  0.291
H 5.330 0.685 -3.025  0.455
H 3.705 -0.007 -3.335  0.258
H 3.633 1.939 -1.657  0.305
H 4.559 0.998 -0.535  0.086
H 2.406 0.762 -0.263  -0.206
C -4.486 -1.658 -2.341  -1.142
C -4.191 -0.157 -2.002  0.812
O -5.004 0.704 -2.762  -0.644
H -4.111 -1.846 -3.358  0.234
H -5.595 -1.872 -2.361  0.516
H -4.059 -2.311 -1.607  0.102
H -3.154 0.090 -2.243  -0.109
H -4.447 0.029 -0.976  -0.032
H -5.875 0.344 -2.573  0.351
C 1.891 3.423 5.175  -1.283
C 1.039 3.101 4.003  -0.003
O 1.071 1.709 3.937  -0.462
H 2.903 2.983 5.082  0.283
H 1.525 3.244 6.224  0.319
H 1.906 4.587 5.081  0.306
H 1.344 3.739 3.212  0.088
H 0.001 3.431 4.151  0.564
H 0.148 1.362 3.967  0.231
C -3.476 0.421 2.482  -0.848
C -4.289 1.227 1.566  -0.357
O -3.453 1.633 0.494  -0.383
H -3.806 0.374 3.462  0.616
H -2.517 0.929 2.583  -0.001
H -3.288 -0.607 2.196  0.111
H -4.628 2.170 2.061  0.348
H -5.210 0.728 1.236  0.339
H -3.900 2.364 0.066  0.104
C 4.543 -0.899 2.141  -1.016
C 3.141 -1.310 2.592  -0.074
O 2.669 -2.307 1.739  -0.469
H 5.175 -1.798 2.058  0.457
H 5.160 -0.345 2.862  0.398
H 4.588 -0.310 1.214  -0.101
H 2.438 -0.563 2.794  0.126
H 3.421 -1.748 3.574  0.484
H 2.167 -2.899 2.323  0.241
C 1.100 -5.045 0.086  -0.259
C 0.111 -5.890 -0.699  -0.722
O 0.202 -5.643 -2.091  -0.513
H 2.102 -5.201 -0.225  0.572
H 0.968 -5.323 1.122  0.454
H 0.893 -3.971 -0.136  -0.284
H -0.927 -5.619 -0.418  0.078
H -0.011 -6.929 -0.408  0.470
H 0.999 -6.212 -2.295  0.337
C -0.348 -0.337 0.323  -0.593
O -0.180 0.472 1.429  -0.668
N -1.539 -0.332 -0.316  2.221
N 0.420 -1.313 -0.017  2.397
H -2.212 0.409 -0.116  -0.541
H -1.841 -1.227 -0.716  -0.604
H 1.363 -1.331 0.349  -0.574
H 0.136 -1.954 -0.762  -0.820
C -3.188 4.196 -2.458  0.471
O -1.928 4.776 -2.226  -0.712
N -3.380 2.954 -2.340  0.017
N -4.283 4.891 -2.561  -0.401
H -2.503 2.415 -2.319  0.233
H -4.117 2.398 -2.650  0.262
H -4.067 5.902 -2.558  0.276
H -5.259 4.663 -2.438  0.192
C -1.507 -2.501 -3.126  -0.804
O -1.196 -2.831 -1.847  -0.594
H -1.309 -1.381 -3.148  0.145
H -2.480 -2.844 -3.487  0.346
H -0.757 -2.818 -3.833  0.305
H -1.524 -3.718 -1.601  0.016
C -1.656 -3.275 1.373  1.251
O -2.534 -3.952 2.234  -0.595
H -0.595 -3.411 1.593  -0.021
H -1.851 -2.199 1.241  -0.737
H -1.869 -3.717 0.326  -0.239
H -2.716 -4.779 1.750  0.411
C 2.547 -2.742 -2.415  -0.110
O 1.868 -1.622 -2.918  -0.571
H 2.709 -2.459 -1.334  -0.023
H 3.549 -2.971 -2.888  0.311
H 2.004 -3.678 -2.396  0.100
H 1.775 -0.950 -2.243  -0.084
C 0.218 1.452 -2.955  -0.280
O -1.160 1.397 -2.655  -0.742
H 0.331 1.901 -3.965  0.408
H 0.604 0.416 -3.012  0.057
H 0.774 1.987 -2.149  0.072
H -1.300 0.832 -1.827  -0.027
C -0.653 3.642 0.490  0.582
O -1.236 3.213 1.693  -0.583
H 0.397 3.383 0.559  -0.519
H -0.595 4.664 0.342  0.551
H -1.195 3.182 -0.251  -0.366
H -0.947 2.283 1.824  0.039

---

Record 2
Computed, not measured: a cluster of 2 separate species, C10H16 in total, with ωB97M-V/def2-TZVPD.

Calculated values
- Multiplicity: 1
- Highest occupied orbital energy: -8.8 eV
- Energy: -10627.1881 eV
- Kohn-Sham gap: 9.855 eV
- SMILES: Cc1ccccc1.CCC

Each line ends with the Mulliken charge.
Atoms and positions in Å:
C 3.206 0.397 0.472  -1.645
C 0.471 -0.180 -2.011  -0.200
C 1.633 -0.436 -1.202  -0.595
C -0.413 0.921 -1.933  -0.585
C 1.972 0.603 -0.366  1.191
C 0.167 2.006 -1.238  -0.279
C 1.263 1.846 -0.347  -0.469
H 0.145 -1.081 -2.525  0.279
H 2.130 -1.395 -1.332  0.370
H -1.418 1.133 -2.340  0.410
H -0.418 2.975 -1.056  0.225
H 4.005 0.754 -0.315  0.309
H 3.567 -0.580 0.739  0.353
H 1.517 2.774 0.236  0.289
H 3.272 1.047 1.284  0.380
C -2.343 -1.204 1.323  -0.323
C -0.986 -1.500 1.824  -0.834
C -2.449 -0.322 0.080  -0.645
H -2.848 -2.158 1.120  0.243
H -3.106 -0.786 2.156  0.274
H -0.478 -2.368 1.407  0.285
H -1.562 0.161 -0.331  -0.320
H -2.937 -0.877 -0.658  0.407
H -1.080 -1.759 2.873  0.344
H -0.361 -0.461 1.715  0.098
H -2.952 0.490 0.424  0.437

---

Record 3
Computed, not measured: the molecule C5H8BrF, with ωB97M-V/def2-TZVPD.

Calculated values
- Multiplicity: 1
- Highest occupied orbital energy: -9.4 eV
- Energy: -78072.8048 eV
- Kohn-Sham gap: 10.219 eV
- SMILES: CC1(C)C[C@]1(F)Br

Each line ends with the Mulliken charge.
Atoms and positions in Å:
C -0.238 1.381 0.230  -0.850
C -0.100 -0.038 -0.052  1.208
C 1.139 0.781 0.478  0.417
C -0.186 -0.618 -1.427  -1.392
C -0.702 -1.029 0.940  -1.531
F 1.601 0.553 1.742  -0.272
Br 2.631 1.198 -0.553  -0.148
H -0.334 2.156 -0.597  0.255
H -0.623 1.881 1.226  0.247
H -1.103 -1.292 -1.616  0.342
H 0.732 -1.124 -1.714  0.332
H -0.374 0.087 -2.338  0.328
H -0.243 -2.029 0.999  0.352
H -1.714 -1.169 0.643  0.394
H -0.485 -0.737 2.038  0.318

---

Question: What is the multiplicity in the first record?
Answer: 1

---

Question: multiplicity of number 2 (C10H16)?
Answer: 1

---

Question: What is the energy in the second record?
Answer: -10627.1881 eV

---

Question: Which formula does entry 2 have?
Answer: C10H16